(1)
Computed, not measured: a molecular structure, C25H31N5O6Ti, with wB97M-V/def2-TZVPD.

The largest force on an atom is 1.7 eV/A. Its spin multiplicity is 3. For the total energy, the calculation gives -69279.155 eV. The LUMO energy (alpha / beta) is -0.473 / -0.481 eV. The value obtained for the energy above the lowest of the compared OMol25 structures with the same formula, charge and spin is 0.293 eV.

CARTESIAN COORDINATES (ANGSTROEM)
Ti1 -1.23125 0.55132 -0.55899
O1 -1.49895 3.03164 2.43179
C1 -1.59083 1.71993 2.06315
O2 -0.77087 1.26300 1.15297
C2 -2.77513 0.93107 2.42328
O3 -3.38535 0.31334 1.25821
C3 -4.35896 1.12361 0.60593
C4 -3.82067 2.19673 -0.34865
O4 -4.62672 3.01897 -0.74032
O5 -2.58077 2.10736 -0.67851
H1 -0.99480 3.48806 1.74352
H2 -2.51905 0.07176 3.05411
H3 -3.50154 1.54862 2.95407
H4 -5.01510 1.60247 1.33378
H5 -4.97522 0.44535 0.01091
C5 -4.65080 -1.68343 -2.22508
C6 -3.42040 -1.47910 -1.39674
O6 -2.63971 -0.54968 -1.64662
N1 -3.19083 -2.33794 -0.40623
C7 -1.97701 -2.32814 0.40660
C8 -0.71480 -2.52447 -0.39690
C9 -0.27257 -3.79151 -0.73956
C10 0.88259 -3.91453 -1.49397
C11 1.55555 -2.77367 -1.87279
C12 1.04881 -1.54252 -1.48914
N2 -0.06402 -1.42085 -0.77043
H6 -4.94910 -0.72541 -2.64183
H7 -5.46658 -2.10736 -1.64115
H8 -4.41692 -2.36170 -3.04763
H9 -3.81231 -3.12480 -0.32089
H10 -2.08450 -3.12880 1.13543
H11 -1.92305 -1.39521 0.96757
H12 -0.82020 -4.66663 -0.41290
H13 1.25249 -4.89297 -1.77358
H14 2.46101 -2.81902 -2.46187
H15 1.53519 -0.61421 -1.75907
C13 2.38170 1.46017 2.02736
C14 3.35608 1.19404 3.20860
N3 3.73715 -0.22059 3.24040
C15 2.53584 -1.03010 3.44974
C16 1.48419 -0.71773 2.34916
N4 2.04835 0.20029 1.35936
C17 3.27678 -0.38449 0.81674
C18 4.32522 -0.58082 1.94853
H16 2.82633 2.12678 1.28484
H17 1.45199 1.91592 2.37182
H18 2.89309 1.43983 4.16608
H19 4.26480 1.79203 3.12006
H20 2.14301 -0.81199 4.44483
H21 2.83211 -2.08163 3.43599
H22 0.59695 -0.24226 2.77187
H23 1.16192 -1.62835 1.83243
H24 3.65357 0.27937 0.03420
H25 3.02520 -1.34149 0.34984
H26 5.20527 0.04482 1.78791
H27 4.66438 -1.61751 2.00233
N5 3.79738 3.49496 -5.37064
C19 3.00092 3.08805 -4.64735
C20 2.01139 2.56409 -3.74678
C21 2.06579 2.87173 -2.38696
C22 1.12333 2.33551 -1.52245
C23 0.09755 1.48609 -1.96328
C24 0.06845 1.21166 -3.33887
C25 0.99895 1.73491 -4.22535
H28 2.84803 3.52472 -2.01966
H29 1.19780 2.57981 -0.46828
H30 -0.71031 0.57337 -3.74779
H31 0.94916 1.50753 -5.28310

Forces on the atoms, in the same order (eV/Å):
Ti -0.3 1.7 0.4
O -0.1 -0.1 -0.2
C 0.3 0.2 0.3
O 0.0 -0.4 -0.4
C -0.2 -0.1 0.0
O 0.0 0.0 -0.2
C 0.0 -0.1 0.1
C 0.1 -0.1 0.0
O 0.0 0.1 0.0
O 0.3 -0.3 -0.1
H 0.0 0.0 0.0
H 0.0 0.0 0.0
H 0.0 0.0 0.0
H 0.0 0.0 0.0
H 0.0 0.0 0.0
C 0.0 0.0 0.0
C -0.1 0.0 -0.1
O 0.0 -0.1 0.1
N 0.1 -0.4 0.1
C 0.0 -0.1 0.0
C -0.1 -0.3 0.0
C 0.0 0.0 0.1
C 0.0 -0.3 0.0
C 0.2 0.2 -0.1
C 0.2 0.1 0.0
N -0.2 0.3 0.0
H 0.0 0.0 0.0
H 0.0 0.0 0.0
H 0.0 0.0 0.0
H -0.1 0.1 0.1
H 0.0 0.0 0.0
H -0.1 0.0 0.0
H 0.0 0.0 0.0
H 0.0 0.0 0.0
H 0.0 0.0 0.0
H 0.0 0.0 0.0
C 0.0 0.0 0.0
C 0.0 0.0 0.0
N 0.0 0.0 0.0
C 0.0 0.0 0.0
C 0.0 0.0 0.0
N 0.1 -0.2 -0.1
C 0.1 0.0 0.1
C 0.0 0.0 0.0
H 0.0 0.0 0.0
H 0.0 0.0 0.0
H 0.0 0.0 0.0
H 0.0 0.0 0.0
H 0.0 0.0 0.0
H 0.0 0.0 0.0
H 0.0 0.0 0.0
H 0.0 0.0 0.0
H 0.0 0.0 0.0
H 0.0 0.0 0.0
H 0.0 0.0 0.0
H 0.0 0.0 0.0
N 0.0 0.0 0.0
C 0.0 0.0 0.0
C 0.0 0.0 0.1
C 0.0 0.0 0.0
C 0.0 0.0 0.0
C 0.1 -0.4 0.0
C 0.0 0.1 0.0
C 0.0 0.0 0.0
H 0.0 0.0 0.0
H 0.0 0.0 0.0
H 0.0 0.0 0.0
H 0.0 0.0 0.0

***

(2)
Computed, not measured: 2 unconnected molecules or ions with the total composition C25H31N7O3, with wB97M-V/def2-TZVPD.

The largest force on an atom is 2.3 eV/A. Its spin multiplicity is 1. For the total energy, the calculation gives -43003.060 eV. The LUMO energy is 0.497 eV. The value obtained for the energy above the lowest of the compared OMol25 structures with the same formula, charge and spin is 0.000 eV.

CARTESIAN COORDINATES (ANGSTROEM)
C1 4.03459 1.03835 -1.27687
N1 2.78255 1.73580 -0.99279
C2 2.62928 3.06605 -1.02789
O1 3.56423 3.81886 -1.28376
C3 1.20686 3.60334 -0.75249
C4 0.36722 3.83278 -2.02217
C5 0.55914 2.77374 -3.09034
C6 -0.05936 1.51584 -2.95742
C7 0.15639 0.51985 -3.92952
C8 0.98754 0.78297 -5.03817
O2 1.19563 -0.18317 -5.96975
C9 1.60677 2.04427 -5.17255
C10 1.39476 3.03498 -4.19498
N2 1.12335 4.74614 0.17777
C11 1.54982 6.00948 0.09337
C12 2.02149 6.64282 -1.20283
O3 1.49883 6.70318 1.09753
H1 4.49809 1.46172 -2.17066
H2 4.72069 1.15401 -0.43589
H3 3.84037 -0.02215 -1.44322
H4 1.97234 1.17267 -0.75750
H5 0.70454 2.78374 -0.23836
H6 0.61448 4.79488 -2.46270
H7 -0.68679 3.86786 -1.74284
H8 -0.69612 1.31079 -2.10740
H9 -0.31207 -0.44939 -3.84009
H10 1.78158 0.10938 -6.66787
H11 2.24870 2.24693 -6.01580
H12 1.88834 3.99361 -4.28493
H13 0.79517 4.53015 1.10350
H14 2.62930 7.51233 -0.95842
H15 1.15490 6.96076 -1.77727
H16 2.62108 5.95628 -1.78897
C13 -1.09874 0.38775 3.32052
C14 -1.43419 -0.91191 3.02292
C15 -0.78644 -1.23770 1.75690
C16 -0.10198 -0.10495 1.32721
N3 0.59409 -0.01116 0.18449
C17 0.62246 -1.12976 -0.57850
C18 -0.02725 -2.32607 -0.21575
N4 -0.08428 -3.54140 -0.88523
C19 -0.80652 -4.31895 -0.11299
N5 -1.24317 -3.68821 1.05099
C20 -2.04192 -4.40575 2.06589
C21 -3.47234 -3.86671 2.18012
C22 -4.27920 -4.74910 3.13288
N6 -3.57356 -4.84766 4.42194
C23 -2.18754 -5.34526 4.38691
C24 -1.35387 -4.48518 3.43590
C25 -0.73932 -2.39221 0.96876
N7 -0.28847 0.86472 2.28976
H17 -1.41832 0.93830 4.20262
H18 -2.07009 -1.54904 3.62696
H19 1.17091 -1.10860 -1.51525
H20 -1.03552 -5.35043 -0.36186
H21 -2.13380 -5.44016 1.71588
H22 -3.46767 -2.84020 2.55071
H23 -3.94707 -3.85884 1.19460
H24 -4.41213 -5.74616 2.69808
H25 -5.27301 -4.31306 3.28144
H26 -4.13044 -5.36119 5.10692
H27 -2.17420 -6.38828 4.05113
H28 -1.75015 -5.31168 5.39066
H29 -1.22473 -3.49317 3.86675
H30 -0.35796 -4.92400 3.32398
H31 0.13283 1.78725 2.24590

Forces on the atoms, in the same order (eV/Å):
C -0.2 0.6 0.0
N -0.6 -0.7 0.1
C 0.9 0.9 -0.3
O -0.3 0.1 0.1
C -0.4 -0.2 0.3
C 0.2 -0.1 -0.6
C 0.1 -0.2 -0.1
C 0.8 0.1 -1.3
C 0.3 0.7 -0.1
C 0.2 1.2 0.5
O -0.5 -0.7 0.3
C -0.7 -0.1 1.1
C -0.5 -1.2 0.0
N -0.2 -2.1 -0.7
C 0.6 1.8 0.0
C 0.1 -0.5 0.1
O -0.1 0.1 0.3
H 0.0 0.0 0.1
H 0.1 -0.1 -0.1
H -0.1 0.1 0.1
H 0.1 0.0 0.2
H -0.1 0.0 0.2
H 0.1 0.1 0.1
H 0.0 0.1 0.2
H 0.0 0.0 0.0
H 0.0 -0.1 0.0
H 0.1 0.3 0.0
H 0.1 0.0 -0.2
H 0.0 0.0 0.0
H 0.1 0.0 0.1
H -0.2 -0.1 0.1
H -0.1 0.1 -0.1
H 0.0 -0.2 -0.1
C 0.0 -1.1 -0.8
C 0.4 0.5 -0.3
C -1.4 -0.6 1.8
C -0.2 -0.5 0.1
N 0.2 -1.0 -0.9
C -0.2 0.7 0.7
C 0.2 0.0 -0.4
N -0.3 -0.5 0.3
C 0.7 1.3 -0.3
N 0.1 -0.4 -0.4
C 0.0 0.4 0.2
C 0.0 -0.1 0.0
C 0.7 -0.1 0.4
N -0.2 0.4 0.5
C -0.7 0.2 -0.4
C 0.0 -0.1 -0.1
C -0.4 -0.4 0.5
N 0.1 0.8 0.3
H 0.4 0.2 -0.5
H 0.2 0.2 -0.1
H 0.0 0.2 0.1
H -0.1 0.2 0.3
H 0.2 0.1 -0.3
H 0.0 0.0 0.0
H 0.1 0.0 0.0
H -0.1 -0.1 -0.3
H 0.2 -0.1 0.1
H 0.3 0.2 -0.4
H 0.2 -0.2 -0.1
H -0.2 0.0 -0.1
H 0.0 0.0 0.0
H -0.1 0.0 0.0
H -0.2 -0.4 0.1

***

(3)
Computed, not measured: a molecular structure, C25H32AsF5N6OS6ScTe, with wB97M-V/def2-TZVPD.

The largest force on an atom is 4.6 eV/A. Its spin multiplicity is 1. For the total energy, the calculation gives -204863.150 eV. Its net charge is +1. The LUMO energy is -3.500 eV. The value obtained for the energy above the lowest of the compared OMol25 structures with the same formula, charge and spin is 1.024 eV.

CARTESIAN COORDINATES (ANGSTROEM)
Sc1 -0.11638 -0.41881 -0.54627
C1 -3.12785 2.91433 -1.54223
C2 -1.98941 2.12035 -1.40550
N1 -2.02969 0.84896 -1.04814
C3 -3.23696 0.27339 -0.85105
C4 -4.43774 0.99815 -0.94697
C5 -4.35527 2.35638 -1.29359
C6 -5.68449 0.34622 -0.69221
C7 -5.72499 -0.96665 -0.38665
C8 -4.52610 -1.74575 -0.34048
C9 -4.54553 -3.12965 -0.10200
C10 -3.36701 -3.82601 -0.14525
C11 -2.18217 -3.13087 -0.39422
N2 -2.11854 -1.82746 -0.57294
C12 -3.28125 -1.13543 -0.56832
H1 -3.03556 3.94892 -1.84020
H2 -1.00929 2.52701 -1.60907
H3 -5.26192 2.94148 -1.38150
H4 -6.59248 0.93012 -0.76993
H5 -6.66512 -1.46809 -0.19665
H6 -5.48797 -3.62496 0.09335
H7 -3.33713 -4.89597 0.00124
H8 -1.25197 -3.67308 -0.47439
C13 2.68516 -5.92963 0.61328
C14 3.13889 -4.59469 0.16417
N3 4.26804 -4.31853 -0.39278
N4 4.22341 -2.98532 -0.65140
C15 3.07213 -2.41993 -0.28516
S1 2.58221 -0.82307 -0.43721
N5 2.36936 -3.44690 0.25558
N6 1.10126 -3.28052 0.78727
H9 3.50941 -6.62970 0.51115
H10 1.85665 -6.27785 -0.00673
H11 2.36503 -5.90164 1.65539
H12 5.01258 -2.52183 -1.06811
H13 0.61762 -4.16789 0.73911
H14 1.18423 -3.00663 1.76364
C16 0.24268 4.90771 -0.79536
C17 0.51983 3.89074 0.30940
As1 1.29097 2.12111 -0.22203
C18 2.64114 1.99670 1.25004
C19 4.08739 2.33720 0.90697
C20 2.48812 2.71263 -1.68124
C21 1.85554 2.85325 -3.06479
H15 -0.15231 5.81865 -0.34417
H16 -0.49114 4.55707 -1.52180
H17 1.15411 5.17325 -1.33011
H18 -0.39463 3.66832 0.85994
H19 1.22163 4.31962 1.02475
H20 2.59263 0.97661 1.62866
H21 2.29294 2.65777 2.04069
H22 4.46859 1.71654 0.09700
H23 4.71064 2.15053 1.78232
H24 4.19977 3.38698 0.63556
H25 3.29353 1.97970 -1.72306
H26 2.91566 3.66485 -1.36620
H27 1.49393 1.89761 -3.43321
H28 2.60274 3.21659 -3.77115
H29 1.02571 3.56084 -3.06471
C22 -1.83981 2.08300 4.35728
S2 -0.18309 2.39700 3.68212
C23 0.54636 0.80732 3.85055
C24 0.21859 -0.27019 3.10870
S3 -0.98949 -0.35382 1.86522
S4 1.03184 -1.75164 3.58879
C25 2.11370 -1.07331 4.78527
S5 3.23248 -1.96524 5.55951
S6 1.80704 0.60973 5.05435
H30 -2.40739 2.99812 4.20066
H31 -1.76341 1.87104 5.42027
H32 -2.29669 1.25654 3.82043
F1 0.07834 -0.46972 -5.09125
Te1 0.29564 -1.31304 -3.45411
F2 0.33719 -2.48298 -1.87649
F3 0.21508 -2.94944 -4.35095
F4 2.14060 -1.59057 -3.61854
F5 -1.57287 -1.55305 -3.32389
O1 0.35531 0.12752 -2.43068

Forces on the atoms, in the same order (eV/Å):
Sc -0.4 -0.6 1.5
C -0.1 0.0 0.0
C 0.1 -0.1 0.0
N 0.2 -0.1 0.1
C -0.2 0.2 0.1
C 0.3 -0.1 0.1
C 0.1 0.0 0.0
C -0.1 -0.1 0.0
C -0.1 0.1 0.0
C 0.2 0.0 0.0
C 0.1 0.0 0.0
C -0.1 0.0 0.0
C 0.2 -0.1 0.0
N 0.1 0.4 0.0
C -0.2 -0.1 0.1
H 0.1 0.0 0.0
H 0.0 0.0 0.0
H 0.0 0.0 0.0
H 0.0 0.0 0.0
H 0.0 0.0 0.0
H 0.0 0.0 0.0
H 0.0 0.0 0.0
H 0.1 0.1 0.0
C 0.0 0.0 0.0
C -0.2 0.1 0.1
N 0.3 -0.2 -0.1
N -0.2 0.1 0.1
C -0.3 -0.4 0.0
S 0.0 0.5 0.1
N 0.4 0.0 -0.2
N -0.3 -0.1 -0.1
H 0.0 0.0 0.0
H 0.0 0.0 0.0
H 0.0 0.0 0.0
H 0.0 0.0 -0.1
H -0.1 -0.1 -0.1
H 0.1 0.0 0.0
C 0.1 -0.1 0.1
C -0.3 -0.3 -0.2
As 0.8 0.9 0.5
C -0.1 -0.3 0.0
C -0.2 0.0 0.0
C -0.2 -0.2 -0.2
C 0.0 0.0 0.1
H 0.0 0.0 0.0
H 0.0 0.0 0.0
H -0.1 0.0 0.0
H 0.0 0.0 0.1
H 0.1 -0.1 0.0
H -0.1 0.0 0.1
H -0.2 0.0 0.1
H 0.0 0.0 0.0
H 0.0 0.0 0.0
H 0.1 0.0 -0.1
H 0.0 0.0 0.0
H 0.0 -0.1 0.1
H 0.0 0.0 0.0
H 0.0 0.1 0.0
H 0.0 0.0 -0.1
C 0.3 0.0 0.0
S 0.1 0.1 0.0
C -0.1 0.0 -0.1
C 0.3 0.1 0.3
S -0.1 -0.1 -0.3
S 0.0 0.5 0.3
C 0.0 -0.1 0.0
S 0.0 0.0 0.0
S -0.1 -0.1 -0.1
H 0.0 0.0 0.0
H -0.1 0.0 0.0
H -0.1 0.0 0.0
F 0.3 -0.1 0.6
Te -0.3 -3.8 -2.5
F 0.0 1.2 -0.3
F 0.0 0.5 0.1
F -0.7 0.6 0.0
F 0.6 0.5 -0.1
O 0.0 1.0 0.2